Entry 1:
The following is a DFT calculation (ωB97M-V with the def2-TZVPD basis set) of a cluster of 2 separate species, C9H16N3 in total in a non-equilibrium geometry.

Geometry as XYZ:
```
28
Properties=species:S:1:pos:R:3:forces:R:3
C 4.72417 0.71241 3.11813 1.7 0.1 0.1
C 2.86432 0.18265 1.53071 0.0 0.4 3.2
N 1.67688 -0.61346 1.16505 5.8 4.1 -2.0
N 3.38787 0.18985 2.88095 -2.8 -1.8 -3.2
N 3.48644 1.10873 0.76653 -2.8 -0.4 -2.0
H 1.17985 -0.66431 1.98705 -2.3 -0.4 1.8
H 1.28019 -0.13084 0.31507 0.1 -1.3 1.5
H 3.07161 -0.60490 3.54039 0.8 1.7 -1.7
H 4.43942 1.38167 0.87795 0.2 0.0 0.4
H 2.96864 1.65945 0.03534 0.7 -1.3 0.9
H 5.20324 -0.20402 3.45684 1.1 0.6 0.1
H 4.83182 1.51069 3.84814 -0.8 -0.3 0.7
H 5.32986 1.24149 2.30391 -1.1 -1.6 0.6
C -4.83360 -0.69474 -2.46988 -1.6 1.8 0.0
C -0.91524 -0.02226 -0.74152 -2.5 0.4 -1.5
C -2.06035 -0.26105 -0.01332 -1.9 -1.2 2.6
C -1.14022 0.06606 -2.15582 2.8 1.0 -0.6
C -3.30023 -0.50153 -0.61862 0.0 0.1 -0.9
C -2.35995 -0.11469 -2.77231 -2.2 0.2 1.7
C -3.52253 -0.31756 -1.97502 3.2 0.2 0.4
H -0.03814 0.20691 -0.18595 0.3 0.4 -0.6
H -2.19843 -0.38141 1.12788 1.2 0.3 -1.8
H -0.26996 0.41656 -2.80862 -1.2 -0.9 0.9
H -4.15146 -1.00774 -0.17573 0.2 0.6 1.2
H -2.67296 -0.11529 -3.79235 1.2 0.3 -1.0
H -5.69235 -0.03321 -2.19612 0.9 -0.3 0.3
H -4.90280 -1.57464 -1.92284 -1.4 -2.1 0.2
H -4.97497 -0.79191 -3.51283 0.4 -0.5 -1.2
```
Forces are in eV/Å.

Calculated values
Charge   +1
Frontier orbital gap   7.7309 eV
Energy   -14053.969 eV
Energy above the lowest of the compared OMol25 structures with the same formula, charge and spin   4.135 eV
F_max   7.4 eV/A
Highest occupied orbital energy   -11.397 eV

Mulliken population analysis, charges in e, atoms 1 to 2: number 1, C, carries -0.784; number 2, C, carries 0.546

Entry 2:
The following is a DFT calculation (ωB97M-V with the def2-TZVPD basis set) of a cluster of 2 separate species, C9H16N3 in total in a non-equilibrium geometry.

Geometry as XYZ:
```
28
Properties=species:S:1:pos:R:3:forces:R:3
C 4.54169 0.24919 1.28463 -0.9 1.5 -1.9
C 2.63395 -0.65184 -0.01209 2.0 -1.4 1.3
N 2.11920 -1.64944 -0.74467 -0.9 -1.6 -0.7
N 3.98572 -0.65955 0.25790 -2.2 0.0 -1.3
N 1.87361 0.22403 0.62811 -1.6 -0.3 1.0
H 2.78198 -2.38417 -1.14308 -1.5 1.5 0.9
H 1.07939 -1.93748 -0.65801 2.5 1.0 -0.4
H 4.47805 -1.24633 -0.41831 0.6 0.6 0.9
H 2.35771 0.73728 1.37433 -1.0 -0.1 -0.8
H 0.91918 -0.12348 0.89278 1.1 0.9 -0.6
H 4.70296 1.27333 0.82272 0.0 -1.1 0.5
H 5.50735 -0.12450 1.61343 -0.4 -0.1 0.6
H 3.67347 0.40908 1.97966 2.1 -0.6 0.4
C -3.70323 -1.25683 0.77743 -0.5 -1.1 -0.6
C -1.74872 1.92556 -1.37904 0.6 1.5 1.3
C -2.82144 2.24027 -0.52697 0.6 -0.3 -0.3
C -1.36375 0.60372 -1.54712 2.1 1.1 -1.8
C -3.55940 1.17378 0.09400 2.4 1.8 -1.9
C -2.07761 -0.42403 -1.00763 0.5 -2.6 0.1
C -3.08413 -0.12046 -0.04677 -1.0 -1.2 0.0
H -1.05637 2.74926 -1.74685 -1.2 -1.1 0.3
H -2.92381 3.32700 -0.29770 -0.7 -1.1 -0.2
H -0.37376 0.52025 -2.11415 -1.7 -0.6 0.4
H -4.47432 1.47679 0.51177 -0.9 -0.3 1.3
H -1.80239 -1.54478 -1.41584 -0.8 2.7 1.7
H -3.39867 -1.31908 1.88439 -0.1 0.1 -1.8
H -3.44213 -2.18151 0.18193 0.0 0.5 1.3
H -4.82453 -1.28603 0.75512 0.9 0.5 0.1
```
Forces are in eV/Å.

Calculated values
Charge   +1
Frontier orbital gap   8.3012 eV
Energy   -14055.430 eV
Energy above the lowest of the compared OMol25 structures with the same formula, charge and spin   2.674 eV
F_max   3.6 eV/A
Highest occupied orbital energy   -11.558 eV

Mulliken population analysis, charges in e, atoms 1 to 2: number 1, C, carries -0.785; number 2, C, carries 0.718

Entry 3:
The following is a DFT calculation (ωB97M-V with the def2-TZVPD basis set) of a cluster of 2 separate species, C9H16N3O in total in a non-equilibrium geometry.

Geometry as XYZ:
```
29
Properties=species:S:1:pos:R:3:forces:R:3
C -2.97068 -0.78697 -3.41899 -0.7 0.5 0.9
C -2.09020 0.49511 -1.44801 1.4 -0.3 -0.3
N -1.61721 -0.60069 -0.83428 -0.6 -0.4 -0.4
N -2.62425 0.42822 -2.66305 -0.6 -0.4 0.3
N -1.79093 1.65656 -0.89958 -0.5 1.1 0.5
H -1.72102 -1.48315 -1.30815 0.1 0.0 0.3
H -1.52692 -0.62125 0.16888 0.2 0.1 0.0
H -2.87582 1.30529 -3.09121 0.1 0.0 0.0
H -2.21527 2.51345 -1.21483 -0.2 -0.1 -0.2
H -1.00072 1.81557 -0.24984 -0.2 -0.4 -0.1
H -2.37343 -0.76073 -4.31011 0.1 -0.5 -0.5
H -4.04258 -0.80399 -3.60510 0.0 0.3 -0.5
H -2.86148 -1.69001 -2.82914 0.6 0.0 0.0
C 2.40791 -2.71405 2.24347 0.3 -0.7 1.2
C 1.06488 1.07315 0.84198 0.4 0.6 0.5
C 1.79183 0.27617 -0.00635 0.3 -0.6 -0.4
C 0.99702 0.77261 2.20038 0.2 0.3 0.1
C 2.28138 -0.95152 0.45783 -0.8 0.3 -0.5
C 1.58419 -0.38083 2.67056 -0.4 -1.0 -0.9
C 2.03366 -1.34941 1.75933 1.2 0.1 0.2
O 0.47004 2.27491 0.43528 -0.2 -0.1 0.2
H 1.00868 2.77302 -0.18936 0.3 -0.2 0.0
H 2.00479 0.54829 -1.03487 -0.2 0.2 0.0
H 0.57669 1.48838 2.88528 -0.1 0.2 0.1
H 2.78202 -1.58683 -0.26694 0.0 -0.1 0.3
H 1.70381 -0.64290 3.70615 -0.5 0.3 0.4
H 3.46945 -2.98989 2.19100 -0.2 0.2 -0.6
H 1.80131 -3.51785 1.81597 0.2 0.2 -0.3
H 2.23075 -2.81136 3.32132 -0.2 0.3 -0.1
```
Forces are in eV/Å.

Calculated values
Charge   +1
Frontier orbital gap   9.0218 eV
Energy   -16104.903 eV
Energy above the lowest of the compared OMol25 structures with the same formula, charge and spin   0.309 eV
F_max   1.5 eV/A
Highest occupied orbital energy   -11.715 eV

Mulliken population analysis, charges in e, atoms 1 to 2: number 1, C, carries -0.848; number 2, C, carries 0.749

Entry 4:
The following is a DFT calculation (ωB97M-V with the def2-TZVPD basis set) of the ion C9H16N3O with charge +1 in a non-equilibrium geometry.

Geometry as XYZ:
```
29
Properties=species:S:1:pos:R:3:forces:R:3
C 1.08336 1.50049 -0.37520 0.9 -1.1 -1.5
C 1.88252 0.43290 -0.70585 -1.4 2.1 0.6
C -1.24593 1.09134 0.76739 0.9 -0.1 0.4
C 0.40190 -1.01442 0.08802 -1.5 -0.2 -0.2
C -2.11908 -1.15394 -0.11915 1.9 -1.4 0.9
C -1.36059 -1.86881 0.99383 -1.3 -1.5 0.5
C 0.47946 2.51292 1.59801 -3.3 1.0 0.2
C 2.70737 -1.77656 -0.03678 1.9 0.3 -0.5
C -1.38917 0.61214 -1.77288 -2.7 -1.0 -0.9
N -0.05753 1.58390 0.58850 2.7 -0.3 -1.5
N 1.64303 -0.87507 -0.25612 0.2 1.3 -0.8
N -1.88191 0.30780 -0.36523 0.5 0.9 -0.6
O 0.02246 -2.13439 0.67951 -0.2 0.0 0.1
H 1.44472 2.48239 -0.79187 -0.9 -1.1 0.6
H 2.73629 0.67666 -1.34519 -0.1 -0.5 0.3
H -1.82187 -1.70064 -0.99074 0.0 0.1 -0.8
H -3.09908 -1.48182 0.10502 -1.7 0.9 -0.1
H -1.45401 -1.43659 1.96223 0.4 1.2 0.6
H -1.97970 -2.79410 1.23845 1.3 0.4 -1.0
H 1.04411 3.28041 1.07248 -0.6 0.5 0.1
H -0.56174 2.76830 1.98750 2.1 0.9 0.7
H 1.17465 2.13172 2.31069 0.1 -1.0 0.5
H 3.51699 -1.22864 0.46542 -0.1 -0.5 0.0
H 2.27668 -2.51908 0.55211 -0.1 -1.5 1.2
H 3.09953 -2.22219 -0.95280 -0.1 0.1 -0.1
H -0.78431 -0.17429 -2.12619 0.5 -1.2 -0.1
H -2.19305 0.81716 -2.54432 0.3 -0.6 1.4
H -0.79198 1.43903 -1.84287 1.3 2.3 0.6
H -2.77311 0.74335 -0.18396 -0.8 0.2 -0.8
```
Forces are in eV/Å.

Calculated values
Charge   +1
Frontier orbital gap   8.9872 eV
Energy   -16096.927 eV
Energy above the lowest of the compared OMol25 structures with the same formula, charge and spin   8.284 eV
F_max   3.5 eV/A
Highest occupied orbital energy   -12.034 eV

Mulliken population analysis, charges in e, atoms 1 to 2: number 1, C, carries -0.859; number 2, C, carries -0.287

Copy entry 1 word for word.
The following is a DFT calculation (ωB97M-V with the def2-TZVPD basis set) of a cluster of 2 separate species, C9H16N3 in total in a non-equilibrium geometry.

Geometry as XYZ:
```
28
Properties=species:S:1:pos:R:3:forces:R:3
C 4.72417 0.71241 3.11813 1.7 0.1 0.1
C 2.86432 0.18265 1.53071 0.0 0.4 3.2
N 1.67688 -0.61346 1.16505 5.8 4.1 -2.0
N 3.38787 0.18985 2.88095 -2.8 -1.8 -3.2
N 3.48644 1.10873 0.76653 -2.8 -0.4 -2.0
H 1.17985 -0.66431 1.98705 -2.3 -0.4 1.8
H 1.28019 -0.13084 0.31507 0.1 -1.3 1.5
H 3.07161 -0.60490 3.54039 0.8 1.7 -1.7
H 4.43942 1.38167 0.87795 0.2 0.0 0.4
H 2.96864 1.65945 0.03534 0.7 -1.3 0.9
H 5.20324 -0.20402 3.45684 1.1 0.6 0.1
H 4.83182 1.51069 3.84814 -0.8 -0.3 0.7
H 5.32986 1.24149 2.30391 -1.1 -1.6 0.6
C -4.83360 -0.69474 -2.46988 -1.6 1.8 0.0
C -0.91524 -0.02226 -0.74152 -2.5 0.4 -1.5
C -2.06035 -0.26105 -0.01332 -1.9 -1.2 2.6
C -1.14022 0.06606 -2.15582 2.8 1.0 -0.6
C -3.30023 -0.50153 -0.61862 0.0 0.1 -0.9
C -2.35995 -0.11469 -2.77231 -2.2 0.2 1.7
C -3.52253 -0.31756 -1.97502 3.2 0.2 0.4
H -0.03814 0.20691 -0.18595 0.3 0.4 -0.6
H -2.19843 -0.38141 1.12788 1.2 0.3 -1.8
H -0.26996 0.41656 -2.80862 -1.2 -0.9 0.9
H -4.15146 -1.00774 -0.17573 0.2 0.6 1.2
H -2.67296 -0.11529 -3.79235 1.2 0.3 -1.0
H -5.69235 -0.03321 -2.19612 0.9 -0.3 0.3
H -4.90280 -1.57464 -1.92284 -1.4 -2.1 0.2
H -4.97497 -0.79191 -3.51283 0.4 -0.5 -1.2
```
Forces are in eV/Å.

Calculated values
Charge   +1
Frontier orbital gap   7.7309 eV
Energy   -14053.969 eV
Energy above the lowest of the compared OMol25 structures with the same formula, charge and spin   4.135 eV
F_max   7.4 eV/A
Highest occupied orbital energy   -11.397 eV

Mulliken population analysis, charges in e, atoms 1 to 2: number 1, C, carries -0.784; number 2, C, carries 0.546

- Look up the energy above the lowest of the compared OMol25 structures with the same formula, charge and spin of the fourth one.
  8.284 eV

- The highest F_max belongs to which entry?
  number 1

- Number 2 is which compound?
  C9H16N3